(1)
123
Properties=species:S:1:pos:R:3 method="wB97M-V/def2-TZVPD" max_force_ev_per_a=2.583 spin_multiplicity=2 charge=0 total_energy_ev=-135528.1182 e_homo_ev="-6.1 / -5.9" orbital_gap_ha="0.2167 / 0.2078"
V -0.6188 0.5331 2.2409
S -1.3320 0.7873 -1.0793
S 0.9285 -0.7437 -0.5911
P 1.4268 1.7407 2.2089
O -3.4593 2.9108 3.7240
O -0.3115 -1.2334 1.6074
O -1.9640 1.2981 0.1525
O -1.3086 -3.1851 1.1570
O 1.6868 0.4982 -0.3416
O -1.4877 2.0882 2.9852
N -2.2802 -0.1959 2.5805
C 2.6076 1.1652 6.6170
C 3.6037 -0.4283 2.3832
C -3.6279 1.6733 -2.4891
C 5.3899 1.0642 1.4931
C -2.7003 -5.8047 -1.7761
C 1.5911 -3.3085 0.0500
C -3.2599 0.6045 3.0406
C -1.8408 -3.1525 -2.0000
C 1.8835 1.6104 3.9738
C 0.6321 4.3903 4.2224
C -1.1167 -4.1971 -2.6118
C -2.6979 1.9081 3.2357
C -4.2212 2.7249 -6.0798
C -2.2654 1.4405 -2.5054
C 0.7221 3.4057 1.8648
C -3.7500 -2.0524 2.5439
C 3.0230 2.2100 4.5042
C -1.2938 -2.0587 1.6458
C -3.4337 -4.8112 -1.1920
C 3.3883 1.9834 5.8164
C -1.3983 -1.8058 -2.0416
C 4.9617 3.3113 0.8061
C -1.7188 -1.8085 -4.9357
C -1.5330 -5.4940 -2.4901
C -3.2169 -1.1689 -0.5803
C 2.1115 -2.1044 -0.3956
C -0.7777 5.5657 0.9303
C 1.8604 -0.3478 -3.2350
C 3.4739 -1.9359 -0.5580
C 4.0480 0.8745 1.7968
C -0.4006 5.4888 2.2576
C 0.2893 -0.7914 -6.5675
C -2.1653 2.0520 -4.8182
C 0.3487 3.5023 0.5187
C -4.5515 0.1071 3.2621
C 1.7044 -0.3754 -4.5918
C 2.4538 -4.3399 0.3640
C 0.5110 -0.8549 -5.1766
C 1.4857 0.5536 6.0895
C 5.8528 2.2754 1.0121
C -4.2561 2.0904 -3.6489
C 1.1181 0.7397 4.7548
C -2.5066 -1.4701 2.3058
C 0.8505 -0.8548 -2.4105
C 4.3290 -2.9799 -0.2455
C -0.3969 4.5654 0.0492
C 0.3330 4.4150 2.7539
C -1.8923 -1.7500 -6.2905
C -4.7747 -1.2408 3.0246
C 3.1500 1.9293 1.5995
C 3.6188 3.1342 1.0887
C -0.3112 -1.3679 -2.9341
C -3.5389 2.2701 -4.8268
C -3.0183 -3.4665 -1.2715
C -3.7229 -2.4370 -0.6188
C 4.7443 -5.3057 0.6198
C 3.8296 -4.1838 0.2349
C -0.0028 -0.0450 4.1602
C -0.8862 -1.2261 -7.1136
C -1.5282 1.6471 -3.6611
C -2.0466 -0.8654 -1.2791
C -0.5179 -1.3661 -4.3409
H 6.9036 2.4090 0.8048
H -3.0067 -6.8372 -1.6833
H 2.7459 0.0727 -2.7832
H 3.6403 2.8390 3.8782
H 1.0653 -0.3766 -7.1957
H 3.8576 -0.9839 -0.8953
H -0.7010 6.2724 2.9435
H 3.8990 -0.4777 3.4337
H 0.6512 2.7066 -0.1565
H -1.0532 -1.1596 -8.1789
H -4.6381 -2.6755 -0.0988
H -0.8439 -0.0774 4.8702
H -4.1647 3.8108 -6.1585
H 4.4313 -5.7323 1.5701
H -5.3205 2.2766 -3.6437
H 2.0515 -5.2709 0.7357
H -2.8113 -2.1044 -6.7325
H 5.3141 4.2644 0.4375
H -0.4591 1.4948 -3.6448
H -3.7391 2.2998 -6.9562
H -0.2149 -3.9580 -3.1577
H 4.0625 -1.2640 1.8595
H 0.1451 5.2314 4.7156
H -0.9582 -6.2924 -2.9373
H -2.8945 3.6939 3.8164
H -3.6990 -0.3823 -0.0190
H -2.5103 -2.1929 -4.3108
H -1.3714 6.4008 0.5890
H 5.7735 -4.9681 0.6994
H 1.7022 4.4601 4.4057
H 2.9323 3.9559 0.9423
H -4.3267 -5.0466 -0.6315
H 0.3564 -1.0784 4.0421
H 2.4947 -0.0111 -5.2314
H 2.8857 0.9896 7.6471
H 2.5174 -0.5317 2.3123
H -3.8954 -3.0996 2.3363
H -4.1823 1.5380 -1.5720
H 0.5263 -3.4279 0.1856
H 4.2880 2.4292 6.2138
H -5.7513 -1.6618 3.2086
H 6.0848 0.2539 1.6627
H 5.3964 -2.8538 -0.3638
H 0.9049 -0.1137 6.7119
H -5.2688 2.4364 -6.0845
H -5.3329 0.7642 3.6076
H 0.2741 3.4634 4.6687
H -0.6957 4.6034 -0.9899
H 4.7024 -6.0947 -0.1286
H -1.5940 2.2047 -5.7223



(2)
129
Properties=species:S:1:pos:R:3 method="wB97M-V/def2-TZVPD" max_force_ev_per_a=1.409 smiles="[H]/N=C(/C)Cc1c(F)cc(N(C(=O)F)C(=O)F)c2c1C(=O)N(COc1ccccc1)C2=O.c1ccccc1.c1ccccc1.c1ccccc1.c1ccccc1.c1ccccc1.c1ccccc1.c1ccccc1" charge=0 total_energy_ev=-88062.1293 e_homo_ev=-9.2 orbital_gap_ha=0.3042
F -0.3628 2.7265 3.3793
F 5.2960 -0.6622 1.3223
F 3.4981 0.0409 4.1647
O 3.2328 -0.6823 0.7000
O 4.6361 1.9548 -0.5902
O 1.3975 1.8335 -3.3454
O 0.8680 4.1378 -1.6898
O 5.1729 1.4454 4.0542
N 2.7377 2.7579 -1.6579
N 3.9655 0.9575 2.1415
N -3.0741 3.2886 1.4415
C 1.7380 -0.0145 -4.8416
C 5.8571 -3.2654 4.6085
C 1.6146 -4.3101 8.4877
C 0.9270 0.7004 -3.9780
C -3.0692 -1.7601 -8.6065
C -5.3774 1.2345 -4.1856
C 9.4028 -0.4652 3.0726
C 5.6709 -5.5069 3.7618
C 2.4131 -4.8571 9.4826
C 3.4827 -4.3373 6.9723
C 2.5694 1.6332 -2.6227
C 3.7446 -5.1479 9.2218
C 1.2488 -1.1472 -5.4778
C 4.3195 0.8627 3.5198
C -7.7622 -0.3837 -1.1041
C -4.9094 -0.8920 -5.2087
C 11.7064 -0.9395 3.5694
C 4.8836 -5.0445 2.7152
C -6.7382 0.9905 -4.3132
C 4.0831 -0.1983 1.3612
C 2.7351 1.6743 1.8830
C 0.5932 2.5780 2.4540
C 2.5751 2.2522 0.6308
C -2.0809 2.4012 -0.5434
C -8.7481 -1.2858 -0.7279
C -4.2819 7.0182 2.1913
C -4.5960 6.2755 1.0611
C -6.2698 -1.1290 -5.3483
C 10.7363 -0.0804 3.0721
C -7.3963 0.6406 -0.2431
C -0.0477 -1.5689 -5.2501
C 3.4860 2.2635 -0.5388
C -3.5828 -3.7255 -10.4975
C -2.0587 3.2326 0.6896
C -2.3129 -3.6039 -9.9510
C 11.3432 -2.1821 4.0698
C -2.0566 -2.6214 -9.0046
C 1.7044 1.8159 2.8026
C 4.2785 -4.8867 7.9673
C -5.5543 6.7450 0.1728
C 4.5833 -3.6937 2.6155
C -4.5970 -2.8672 -10.0954
C -4.3401 -1.8838 -9.1507
C -0.7925 4.0199 0.9169
C 1.5632 3.3684 -1.1106
C -4.9284 8.2214 2.4382
C 10.0090 -2.5646 4.0750
C -4.4651 0.2896 -4.6351
C 5.0781 -2.8034 3.5594
C 0.4151 3.1838 1.2167
C 1.4408 2.9524 0.3091
C -0.8622 -0.8490 -4.3785
C -0.3858 0.2927 -3.7374
C -7.1838 -0.1864 -4.9008
C 2.1492 -4.0521 7.2330
C 9.0395 -1.7069 3.5754
C -6.1992 7.9494 0.4164
C -9.3680 -1.1631 0.5075
C -8.0119 0.7610 0.9956
C 6.1537 -4.6179 4.7106
C -5.8884 8.6862 1.5509
C -8.9975 -0.1414 1.3702
H -6.6261 1.3427 -0.5367
H -5.7998 6.1704 -0.7104
H -0.4279 -2.4533 -5.7312
H 3.4618 1.6216 -3.2389
H -7.2773 -0.4830 -2.0658
H 1.9972 -5.0569 10.4616
H 3.9030 -4.1355 5.9982
H -6.9450 8.3144 -0.2779
H -2.9012 3.9072 2.2326
H -1.8603 -1.2126 -4.2014
H -3.7821 -4.4895 -11.2376
H -6.6155 -2.0483 -5.8031
H -2.3190 3.0505 -1.3824
H -5.0297 2.1525 -3.7290
H -10.1386 -1.8651 0.7991
H 4.3661 -5.5786 9.9962
H -5.1295 -1.2126 -8.8370
H 8.6460 0.2027 2.6813
H 4.8584 -1.7558 3.4801
H -3.4022 0.4737 -4.5452
H -1.0028 0.8541 -3.0602
H 2.5139 0.6784 -2.0943
H 11.0197 0.8892 2.6837
H 5.3180 -5.1118 7.7645
H 12.1003 -2.8526 4.4552
H 1.7450 1.3716 3.7781
H 4.5037 -5.7378 1.9766
H 6.2361 -2.5704 5.3476
H -4.0939 5.3359 0.8739
H 0.5755 -4.0856 8.6906
H 1.5260 -3.6280 6.4560
H -9.0328 -2.0860 -1.3991
H -2.8025 1.6030 -0.4515
H -0.5873 4.6342 0.0507
H -7.4536 1.7171 -3.9502
H -0.9606 4.6949 1.7505
H 9.7233 -3.5323 4.4678
H 1.8992 -1.6939 -6.1368
H -2.8679 -0.9906 -7.8714
H -7.7220 1.5557 1.6695
H -4.1932 -1.6274 -5.5546
H 2.7497 0.3018 -5.0332
H -4.6844 8.7966 3.3219
H 5.9035 -6.5608 3.8397
H -8.2454 -0.3716 -5.0012
H 8.0006 -2.0077 3.5752
H -5.5881 -2.9650 -10.5188
H 3.9653 -3.3349 1.8016
H -1.0900 2.0065 -0.7332
H -3.5318 6.6584 2.8852
H -9.4757 -0.0491 2.3367
H 6.7605 -4.9777 5.5318
H 12.7465 -0.6404 3.5668
H -6.3945 9.6232 1.7433
H -1.0661 -2.5254 -8.5781
H -1.5230 -4.2745 -10.2632